# 1
{
  "formula": "C28H84O14",
  "method": "ωB97M-V/def2-TZVPD",
  "symbols": ["C", "C", "O", "H", "H", "H", "H", "H", "H", "C", "C", "O", "H", "H", "H", "H", "H", "H", "C", "C", "O", "H", "H", "H", "H", "H", "H", "C", "C", "O", "H", "H", "H", "H", "H", "H", "C", "C", "O", "H", "H", "H", "H", "H", "H", "C", "C", "O", "H", "H", "H", "H", "H", "H", "C", "C", "O", "H", "H", "H", "H", "H", "H", "C", "C", "O", "H", "H", "H", "H", "H", "H", "C", "C", "O", "H", "H", "H", "H", "H", "H", "C", "C", "O", "H", "H", "H", "H", "H", "H", "C", "C", "O", "H", "H", "H", "H", "H", "H", "C", "C", "O", "H", "H", "H", "H", "H", "H", "C", "C", "O", "H", "H", "H", "H", "H", "H", "C", "C", "O", "H", "H", "H", "H", "H", "H"],
  "coordinates": [[1.96685, -4.95235, -0.04807], [3.14768, -5.15859, 0.89405], [3.07052, -4.20176, 1.88355], [2.00069, -5.65951, -0.87686], [1.94534, -3.91693, -0.38799], [1.08767, -5.21590, 0.53988], [4.07887, -5.05792, 0.33651], [3.03375, -6.17107, 1.28136], [2.32712, -4.44193, 2.44146], [3.56611, -2.47414, -3.39104], [2.72903, -1.39578, -3.96296], [1.64810, -1.89897, -4.69570], [4.37676, -2.07567, -2.78100], [3.88336, -3.19009, -4.14924], [2.98240, -3.01758, -2.64802], [3.27678, -0.64883, -4.53754], [2.41840, -0.70303, -3.18084], [1.88877, -2.17868, -5.58194], [-2.01485, -2.20166, -4.81997], [-1.58696, -0.75900, -4.45545], [-0.67751, -1.19069, -3.44272], [-2.25346, -2.85639, -3.98182], [-1.24708, -2.66586, -5.43898], [-2.87592, -2.28763, -5.48274], [-2.33147, -0.18479, -3.90399], [-1.03081, -0.20557, -5.21210], [0.11945, -1.53848, -3.84956], [-1.46291, -0.32053, 3.62183], [-2.45729, 0.69944, 3.07461], [-2.06275, 1.94635, 3.73136], [-1.25275, -1.02469, 2.81679], [-1.94888, -0.72815, 4.50827], [-0.50471, 0.16665, 3.80243], [-3.48689, 0.46832, 3.34777], [-2.51741, 0.89977, 2.00487], [-1.11134, 2.07439, 3.72541], [1.26833, 5.83147, -0.01139], [2.26262, 6.99166, 0.18360], [1.63246, 8.02525, 0.91118], [0.32629, 6.15646, -0.45302], [1.02322, 5.34921, 0.93489], [1.80300, 5.12851, -0.65021], [2.54395, 7.41180, -0.78202], [3.22998, 6.71017, 0.59963], [0.70157, 8.10381, 0.69012], [-3.53091, -5.83910, 2.82333], [-2.26322, -6.11957, 2.19483], [-1.40981, -5.00535, 2.18068], [-3.29197, -5.48176, 3.82499], [-4.26870, -6.62415, 2.98907], [-3.94447, -4.91710, 2.41471], [-2.47370, -6.63702, 1.25885], [-1.75316, -6.96750, 2.65196], [-1.29027, -4.69061, 1.28165], [-2.75416, 3.93533, 0.65798], [-3.75254, 4.34873, 1.79199], [-4.84150, 4.95133, 1.17323], [-3.31694, 3.42834, -0.12583], [-2.02315, 3.20114, 0.99660], [-2.32459, 4.81823, 0.18462], [-3.37532, 4.93741, 2.62821], [-4.04035, 3.39764, 2.23997], [-5.58551, 4.34467, 1.17058], [4.38736, -0.23009, 4.37216], [3.54117, -1.22604, 3.51233], [4.36858, -2.34915, 3.47106], [4.42605, -0.59484, 5.39859], [3.82587, 0.68849, 4.54255], [5.34437, 0.10677, 3.97373], [3.34303, -0.79914, 2.52917], [2.55900, -1.49372, 3.90194], [3.96702, -2.95182, 2.84087], [2.22327, 4.46351, 3.72958], [0.84346, 3.87045, 3.51438], [0.59230, 2.69841, 4.31221], [2.93314, 3.91362, 3.11168], [2.58231, 4.55302, 4.75485], [2.22519, 5.49172, 3.36779], [0.73467, 3.51802, 2.48868], [0.13335, 4.67710, 3.69647], [0.50893, 3.04300, 5.20434], [-2.69450, -5.30543, -1.82881], [-2.70607, -3.95388, -1.03691], [-1.41518, -3.66675, -0.50666], [-2.91899, -6.08177, -1.09737], [-1.71968, -5.50666, -2.27301], [-3.41654, -5.36701, -2.64303], [-3.38557, -3.96883, -0.18476], [-3.06269, -3.07114, -1.56765], [-1.09590, -2.77758, -0.67706], [-3.27134, -0.20619, -1.14464], [-4.33866, -0.29008, -0.02327], [-5.64331, -0.10952, -0.59534], [-2.56101, 0.61490, -1.04801], [-3.72548, -0.06324, -2.12517], [-2.77166, -1.17443, -1.17501], [-4.15810, 0.58635, 0.59912], [-4.23453, -1.18878, 0.58468], [-5.84758, -0.94034, -1.03077], [-2.85103, 3.36668, -3.91788], [-1.58892, 3.95475, -4.60566], [-1.99876, 5.10911, -5.41890], [-3.26412, 4.16627, -3.30297], [-2.71664, 2.42659, -3.38283], [-3.61977, 3.16725, -4.66444], [-1.16970, 3.20313, -5.27456], [-0.81159, 4.32959, -3.93981], [-2.12216, 5.76930, -4.73296], [0.60632, 0.92107, 0.33712], [0.92889, -0.51136, -0.08090], [-0.25743, -1.11344, -0.36616], [0.38004, 1.44634, -0.59078], [1.41134, 1.48457, 0.80883], [-0.29290, 1.00898, 0.94685], [1.42868, -1.00721, 0.75124], [1.66806, -0.54442, -0.88130], [-0.42357, -0.94403, -1.29636], [5.34767, 0.05904, -0.17596], [4.84292, 1.16677, -0.98546], [5.70353, 1.14983, -2.13128], [6.18222, 0.36237, 0.45618], [5.78538, -0.78392, -0.71067], [4.53785, -0.20021, 0.50602], [5.10514, 2.02663, -0.36904], [3.77111, 1.00521, -1.10048], [6.56938, 1.35040, -1.76840]],
  "forces_ev_per_a": [[0.23, -0.54, 0.22], [-0.74, -0.74, -1.93], [0.29, 0.72, 1.31], [0.03, 0.15, -0.21], [-0.24, -0.11, -0.09], [-0.36, 0.39, -0.22], [0.18, 0.03, 0.37], [0.53, -0.14, 0.24], [-0.17, 0.17, 0.21], [0.12, -0.64, 0.96], [0.89, 1.59, -0.13], [-1.10, -0.06, -0.05], [0.40, 0.07, -0.48], [0.34, 0.11, 0.08], [-0.28, -0.27, -0.15], [0.50, -0.41, -0.66], [-0.95, -0.46, 0.34], [0.27, 0.07, 0.08], [-1.57, 0.38, -2.35], [0.44, -2.90, 1.38], [1.05, 1.73, 2.10], [0.32, 0.52, 0.28], [0.40, -0.02, 0.36], [-0.42, 0.30, -0.16], [-0.12, 0.14, -0.59], [-0.52, 0.07, -0.25], [0.30, -0.16, -0.40], [-0.68, -0.11, -1.55], [1.20, 1.79, 1.11], [-1.96, 0.07, -0.38], [-0.16, -0.77, 0.41], [0.72, -0.38, -0.02], [-0.13, -0.03, 0.39], [0.04, 0.12, 0.37], [0.61, -0.41, -0.29], [0.34, -0.31, -0.03], [1.34, 0.06, 0.20], [-1.48, 0.17, -0.96], [0.68, 0.52, 1.09], [0.17, 0.08, -0.27], [0.12, 0.00, 0.05], [-0.50, -0.38, -0.15], [-0.08, -0.15, -0.45], [-0.36, -0.09, 0.74], [0.09, -0.24, -0.24], [-1.35, 1.82, 2.41], [1.23, -2.38, -1.16], [0.07, -0.10, -0.02], [-0.04, -0.09, 0.46], [0.17, -0.13, -0.63], [-0.52, -0.28, -0.53], [0.29, 0.83, -1.07], [0.25, 0.14, 0.85], [-0.02, 0.36, -0.44], [-0.45, 0.39, 0.70], [0.97, -2.04, -0.81], [-1.10, 0.94, -0.12], [-0.29, 0.01, 0.05], [0.36, 0.35, 0.18], [0.36, -0.07, 0.12], [0.33, 0.33, -0.40], [-0.17, -0.05, 0.30], [0.04, 0.08, -0.01], [-2.23, 0.57, 0.39], [1.60, 1.20, 0.74], [0.09, -0.57, -0.44], [0.68, -0.44, -0.15], [-0.27, 0.32, -0.34], [0.00, -0.73, -0.14], [0.18, 0.07, -0.38], [-0.09, 0.34, 0.60], [0.19, -0.62, -0.22], [0.36, 0.17, -0.75], [0.30, -0.08, 0.19], [0.06, 0.77, -0.18], [0.32, -0.03, 0.35], [-0.27, -0.45, 0.12], [-0.05, 0.09, -0.23], [-0.03, 0.23, -0.05], [-0.55, -0.32, 0.09], [-0.08, -0.36, 0.35], [-0.10, 0.83, 0.72], [0.25, 0.25, -0.20], [0.08, -1.11, 0.16], [0.08, -0.24, -0.23], [0.09, 0.22, 0.19], [-0.22, 0.21, 0.18], [-0.23, -0.60, 0.12], [0.09, -0.29, -0.76], [-0.02, 0.29, 0.07], [-0.16, -0.83, 0.06], [0.41, 1.62, -1.13], [0.24, -0.46, 0.66], [0.12, -0.19, 0.37], [-0.38, -0.03, 0.10], [0.47, 0.34, -0.18], [-0.39, -0.18, 0.32], [-0.18, -0.08, -0.07], [-0.25, -0.02, -0.16], [0.41, 0.74, -0.49], [-1.17, 0.08, -0.73], [0.46, -1.09, 0.81], [-0.08, -0.31, 0.48], [0.32, 0.24, 0.30], [0.17, 0.04, -0.27], [0.15, 0.23, -0.11], [-0.04, -0.45, 0.33], [-0.21, 0.49, -0.29], [0.31, 0.72, -0.84], [1.61, 1.40, 2.04], [-1.28, -1.46, -0.88], [-0.15, 0.35, -0.08], [0.21, -0.21, 0.12], [0.11, -0.41, 0.20], [-0.21, -0.39, 0.16], [-0.11, 0.07, -0.41], [-0.45, 0.06, -0.67], [0.33, -1.47, 2.39], [1.83, -0.11, 0.20], [-1.09, 0.89, -1.03], [0.07, 0.25, 0.17], [-0.80, -0.18, -0.32], [0.23, -0.77, 0.29], [-0.96, 0.72, -0.36], [0.17, 0.62, -1.15], [0.15, 0.01, -0.19]],
  "lowdin_charge": [-0.074, -0.322, -0.074, 0.079, 0.067, 0.063, 0.119, 0.115, 0.111, -0.068, -0.330, -0.073, 0.076, 0.083, 0.068, 0.121, 0.102, 0.112, -0.077, -0.224, -0.147, 0.065, 0.071, 0.063, 0.085, 0.114, 0.027, -0.061, -0.278, -0.123, 0.068, 0.083, 0.065, 0.108, 0.066, 0.009, -0.075, -0.316, -0.086, 0.070, 0.049, 0.073, 0.100, 0.110, 0.077, -0.108, -0.387, -0.053, 0.078, 0.085, 0.076, 0.101, 0.111, 0.038, -0.066, -0.316, -0.075, 0.059, 0.046, 0.059, 0.111, 0.094, 0.088, -0.073, -0.321, -0.086, 0.069, 0.051, 0.070, 0.076, 0.108, 0.024, -0.079, -0.301, -0.090, 0.073, 0.078, 0.068, 0.095, 0.116, 0.097, -0.053, -0.281, -0.099, 0.052, 0.073, 0.066, 0.098, 0.080, 0.036, -0.065, -0.272, -0.078, 0.067, 0.068, 0.031, 0.082, 0.111, 0.076, -0.078, -0.272, -0.101, 0.066, 0.050, 0.073, 0.099, 0.101, 0.066, -0.059, -0.329, -0.079, 0.073, 0.066, 0.059, 0.106, 0.099, 0.054, -0.118, -0.318, -0.083, 0.080, 0.083, 0.064, 0.114, 0.103, 0.080],
  "spin_multiplicity": 1,
  "e_tot_ha": -2170.287380,
  "homo_lumo_gap_ev": 9.9,
  "lumo_energy_ev": 0.279,
  "e_above_lowest_kj_mol": 506.2
}

# 2
{
  "formula": "C3H4BrNO2",
  "method": "ωB97M-V/def2-TZVPD",
  "symbols": ["C", "C", "C", "N", "O", "O", "Br", "H", "H", "H", "H"],
  "coordinates": [[-0.88352, 0.57789, -0.76183], [1.22892, 0.70662, 0.13283], [0.85118, -0.78773, -0.17008], [-2.89687, 0.33621, 1.15893], [-0.01293, 1.40618, -0.24635], [-0.47524, -0.63883, -0.80288], [-3.64893, -0.78715, 0.08188], [1.47092, 0.87578, 1.13085], [2.23571, 0.94389, -0.39615], [1.55255, -1.32288, -0.84107], [0.57821, -1.30998, 0.71386]],
  "forces_ev_per_a": [[-1.33, 1.23, -0.70], [1.41, -1.97, -2.30], [0.14, 1.41, -0.22], [0.20, 0.26, 0.37], [1.55, -0.29, 0.08], [1.11, -0.48, -0.22], [-0.47, -0.40, -0.23], [-0.25, 0.33, 1.87], [-2.22, 0.33, 0.07], [-0.64, 0.32, 0.49], [0.50, -0.75, 0.79]],
  "lowdin_charge": [-0.257, -0.103, -0.083, -0.518, -0.034, -0.091, 0.619, 0.086, 0.146, 0.130, 0.106],
  "spin_multiplicity": 1,
  "e_tot_ha": -2895.726505,
  "homo_lumo_gap_ev": [8.1, 8.2],
  "lumo_energy_ev": [-0.849, -0.752],
  "e_above_lowest_kj_mol": 578.0
}

# 3
{
  "formula": "C12H19BCl2F2N2O3P",
  "method": "ωB97M-V/def2-TZVPD",
  "symbols": ["C", "C", "F", "C", "C", "C", "C", "O", "O", "C", "C", "P", "C", "C", "N", "B", "N", "O", "C", "F", "H", "H", "H", "H", "H", "H", "H", "H", "H", "H", "H", "H", "H", "H", "H", "H", "H", "C", "Cl", "Cl", "H", "H"],
  "coordinates": [[3.91683, 1.31035, 2.40063], [4.01286, 1.30901, 0.80725], [5.42855, 1.12985, 0.48361], [3.24385, 0.11630, 0.07763], [1.65867, 0.14201, 0.19739], [0.90936, -1.23188, 0.01879], [1.68992, -2.59620, -0.22818], [2.36504, -2.74449, -1.26611], [1.58380, -3.61006, 0.75186], [-0.64476, -1.29021, 0.07273], [-1.40765, 0.03454, 0.29985], [-3.30862, 0.07516, 0.33687], [-4.00815, -1.13589, 1.61870], [-3.79757, -0.53002, -1.41401], [-0.68492, 1.28201, 0.48396], [-1.57926, 2.51255, 0.74258], [-1.97856, 3.43551, -0.35965], [-1.94874, 2.68040, 2.12808], [0.75977, 1.36563, 0.42861], [1.31894, 2.64460, 0.57946], [3.79690, 0.28381, 2.87937], [3.13437, 2.07824, 2.76377], [4.92698, 1.72336, 2.78335], [3.74134, 2.32897, 0.34242], [3.59170, -0.86039, 0.59285], [3.52321, -0.02367, -1.03092], [1.29117, -4.45643, 0.33134], [-1.23045, -2.27201, -0.04648], [-4.18968, -2.13986, 1.08414], [-5.06153, -0.74084, 1.88012], [-3.34029, -1.22622, 2.53963], [-4.91826, -0.45852, -1.60530], [-3.26418, 0.08695, -2.23302], [-3.48651, -1.61876, -1.60831], [-1.08094, 3.83518, -0.70824], [-2.46197, 2.91803, -1.11116], [-2.57437, 3.43211, 2.22181], [0.14723, -1.58437, -3.51007], [-0.46815, 0.02639, -3.11356], [-1.01403, -2.84098, -3.06321], [0.33167, -1.63803, -4.58188], [1.07641, -1.75211, -2.96668]],
  "forces_ev_per_a": [[0.62, 1.01, -0.07], [0.71, 0.18, -0.15], [-2.13, -0.02, 0.27], [-0.17, -0.54, 0.54], [-2.99, -0.73, -0.15], [-2.37, 2.37, 1.20], [1.71, -0.87, -2.09], [-2.52, 0.69, 3.47], [-1.03, 1.79, -1.71], [2.29, 3.47, 0.55], [3.48, -2.70, -0.31], [-0.46, 1.32, -0.55], [-0.41, -0.83, -0.71], [0.67, -0.92, -0.81], [2.21, -2.84, -0.32], [-2.11, 1.53, 2.25], [1.29, -1.20, 0.97], [0.83, -0.04, -3.39], [0.05, -2.49, -0.57], [-1.82, -3.12, -0.31], [-0.10, 1.33, -0.84], [1.01, -1.51, -0.57], [-1.61, -0.65, -0.72], [0.41, -1.65, 0.88], [-0.58, 1.53, -0.78], [-0.40, 0.59, 1.66], [0.76, 0.78, 0.16], [1.11, 1.81, 0.20], [0.51, 1.28, 1.12], [1.87, -0.41, -0.26], [-1.03, 0.11, -1.32], [1.44, 0.08, 0.63], [-0.81, -0.79, 1.54], [-0.46, 1.49, 0.34], [-1.07, -0.14, -0.21], [0.51, 0.54, 0.31], [0.54, -0.53, -0.17], [0.33, -0.12, -0.14], [0.08, 0.21, -0.10], [0.06, -0.09, 0.01], [-0.19, 0.05, 0.15], [-0.20, 0.03, 0.00]],
  "lowdin_charge": [-0.046, -0.309, -0.083, -0.084, 0.025, 0.024, -0.384, 0.094, 0.075, 0.031, -0.273, 0.924, -0.280, -0.292, 0.115, -0.584, 0.150, 0.113, -0.040, 0.077, 0.091, 0.091, 0.103, 0.148, 0.144, 0.152, 0.148, 0.121, 0.054, 0.063, 0.061, 0.059, 0.029, 0.029, 0.095, 0.078, 0.124, -0.971, 0.545, 0.544, 0.040, 0.001],
  "spin_multiplicity": 1,
  "e_tot_ha": -2289.911879,
  "total_charge": 1,
  "homo_lumo_gap_ev": 7.1,
  "lumo_energy_ev": -5.060
}